{"formula": "C11H23NO4S", "method": "ωB97M-V with the def2-TZVPD basis set", "symbols": ["C", "C", "C", "C", "C", "C", "C", "O", "C", "C", "N", "C", "C", "O", "S", "O", "O", "H", "H", "H", "H", "H", "H", "H", "H", "H", "H", "H", "H", "H", "H", "H", "H", "H", "H", "H", "H", "H", "H", "H"], "positions_angstrom": [[4.29, -0.98, 0.65], [2.87, -1.37, 0.21], [2.80, -1.60, -1.30], [1.79, -0.40, 0.71], [1.71, 0.96, -0.01], [2.43, 2.07, 0.77], [0.29, 1.45, -0.29], [-0.59, 0.38, -0.66], [-1.87, 0.44, -0.15], [-2.45, -0.98, -0.15], [-1.91, -1.74, 0.98], [-3.98, -1.08, -0.19], [-4.68, 0.27, -0.15], [-4.23, 1.02, -1.30], [-2.82, 1.73, -1.08], [-3.00, 2.82, -0.17], [-2.28, 1.92, -2.38], [4.86, -1.85, 0.98], [4.28, -0.27, 1.47], [4.85, -0.52, -0.17], [2.63, -2.34, 0.67], [3.39, -2.48, -1.58], [3.20, -0.75, -1.86], [1.78, -1.77, -1.64], [1.96, -0.22, 1.77], [0.83, -0.91, 0.61], [2.22, 0.88, -0.98], [2.00, 2.17, 1.77], [2.34, 3.04, 0.26], [3.49, 1.85, 0.88], [0.31, 2.16, -1.13], [-0.12, 1.98, 0.57], [-1.88, 0.87, 0.86], [-2.06, -1.44, -1.07], [-2.56, -1.72, 1.76], [-1.03, -1.36, 1.31], [-4.29, -1.57, -1.11], [-4.34, -1.70, 0.63], [-4.46, 0.84, 0.76], [-5.76, 0.18, -0.25]], "nbo_charge": [-0.616, -0.214, -0.609, -0.383, -0.257, -0.600, -0.061, -0.528, -0.147, -0.063, -0.820, -0.436, -0.088, -0.704, 2.332, -0.940, -0.906, 0.214, 0.205, 0.204, 0.199, 0.212, 0.198, 0.213, 0.198, 0.205, 0.206, 0.201, 0.212, 0.216, 0.201, 0.172, 0.202, 0.212, 0.354, 0.364, 0.230, 0.219, 0.193, 0.214], "de_lowest_kcal_mol": 0.0, "homo_lumo_gap_ha": 0.3789, "smiles": "CC(C)C[C@H](C)CO[C@@H]1[C@@H](N)CCOS1(=O)=O", "largest_force_ev_per_a": 0.33}



{"formula": "C11H23O3P2Sc", "method": "ωB97M-V with the def2-TZVPD basis set", "symbols": ["C", "C", "C", "C", "C", "Sc", "P", "H", "H", "H", "H", "H", "H", "H", "H", "C", "C", "O", "P", "O", "C", "C", "O", "C", "C", "H", "H", "H", "H", "H", "H", "H", "H", "H", "H", "H", "H", "H", "H", "H"], "positions_angstrom": [[0.23, -1.60, -3.51], [0.12, -0.69, -4.53], [0.41, 0.70, -4.54], [1.05, 1.47, -3.54], [1.54, 1.08, -2.33], [0.76, -0.75, -1.68], [1.12, -3.33, -0.83], [0.00, -2.65, -3.75], [-0.25, -1.07, -5.50], [0.18, 1.21, -5.49], [2.11, 1.82, -1.75], [1.17, 2.53, -3.84], [2.33, -3.72, -0.17], [1.05, -4.41, -1.77], [0.20, -3.87, 0.13], [-0.32, -2.43, 3.14], [-1.46, -1.57, 2.65], [-1.01, -0.31, 2.07], [-0.33, -0.12, 0.58], [0.88, 0.97, 0.93], [1.81, 0.72, 2.06], [1.51, 1.71, 3.15], [-1.38, 0.85, -0.25], [-1.48, 2.32, -0.23], [-2.93, 2.63, -0.03], [0.40, -2.67, 2.35], [-0.74, -3.37, 3.51], [0.21, -1.95, 3.97], [-2.06, -2.11, 1.91], [-2.10, -1.30, 3.49], [1.71, -0.32, 2.40], [2.82, 0.85, 1.67], [0.46, 1.66, 3.46], [2.14, 1.49, 4.02], [1.74, 2.73, 2.81], [-0.86, 2.73, 0.57], [-1.11, 2.67, -1.20], [-3.27, 2.26, 0.95], [-3.10, 3.71, -0.06], [-3.53, 2.15, -0.80]], "nbo_charge": [-0.966, -0.173, -0.402, -0.185, -0.965, 1.453, -0.001, 0.183, 0.180, 0.192, 0.186, 0.176, 0.026, 0.063, 0.014, -0.639, -0.056, -0.827, 1.637, -0.816, -0.061, -0.633, -0.823, -0.059, -0.627, 0.204, 0.227, 0.218, 0.184, 0.203, 0.172, 0.199, 0.223, 0.217, 0.222, 0.191, 0.215, 0.209, 0.218, 0.222], "homo_lumo_gap_ha": [0.1789, 0.1788], "largest_force_ev_per_a": 3.27}



{"formula": "C11H24AgClNO3", "method": "ωB97M-V with the def2-TZVPD basis set", "symbols": ["Ag", "Cl", "C", "C", "C", "C", "C", "C", "N", "O", "C", "C", "C", "H", "H", "H", "H", "H", "H", "H", "H", "H", "H", "H", "H", "H", "H", "H", "H", "H", "H", "C", "C", "O", "O", "H", "H", "H", "H", "H", "H"], "positions_angstrom": [[13.58, -3.59, -21.12], [14.31, -4.76, -23.44], [11.25, -7.00, -22.93], [10.56, -7.00, -21.56], [9.93, -8.38, -21.43], [9.34, -8.70, -20.07], [10.38, -8.48, -18.98], [11.11, -7.16, -19.06], [11.52, -6.74, -20.46], [12.24, -5.47, -20.48], [12.42, -7.41, -18.21], [10.23, -6.17, -18.28], [9.53, -5.90, -21.62], [10.63, -7.20, -23.81], [11.93, -7.85, -23.04], [11.71, -6.06, -23.23], [10.74, -9.08, -21.63], [9.37, -8.57, -22.34], [8.90, -9.69, -19.93], [8.46, -8.08, -19.94], [11.12, -9.28, -18.97], [9.90, -8.74, -18.04], [13.18, -8.11, -18.55], [12.31, -7.90, -17.25], [12.91, -6.44, -18.07], [9.28, -6.18, -18.81], [10.51, -5.11, -18.31], [9.96, -6.43, -17.25], [9.98, -4.93, -21.41], [8.71, -5.97, -20.90], [9.19, -5.76, -22.65], [17.88, -6.34, -26.19], [16.59, -6.87, -25.51], [15.49, -6.14, -26.12], [19.08, -6.88, -25.55], [17.84, -5.25, -26.17], [17.90, -6.57, -27.25], [16.76, -6.68, -24.45], [16.56, -7.93, -25.75], [14.82, -5.93, -25.47], [19.39, -7.65, -26.04]], "nbo_charge": [0.971, -0.158, -0.617, 0.073, -0.416, -0.413, -0.421, 0.083, 0.120, -0.585, -0.624, -0.619, -0.627, 0.238, 0.224, 0.214, 0.211, 0.244, 0.240, 0.204, 0.216, 0.247, 0.226, 0.235, 0.216, 0.208, 0.221, 0.244, 0.222, 0.224, 0.234, -0.077, -0.106, -0.632, -0.715, 0.183, 0.178, 0.185, 0.192, 0.479, 0.479], "multiplicity": 3, "s2": 2.0100, "homo_lumo_gap_ha": [0.2850, 0.1439], "largest_force_ev_per_a": 5.44, "total_charge": 1}



{"formula": "C11H24BN3O4S", "method": "ωB97M-V with the def2-TZVPD basis set", "symbols": ["N", "C", "C", "C", "C", "C", "B", "O", "C", "C", "C", "C", "S", "C", "N", "N", "C", "O", "O", "H", "H", "H", "H", "H", "H", "H", "H", "H", "H", "H", "H", "H", "H", "H", "H", "H", "H", "H", "H", "H", "O", "H", "H", "H"], "positions_angstrom": [[-4.39, 0.42, 1.91], [-3.17, -0.42, 1.89], [-3.40, -1.75, 1.15], [-2.38, -1.87, -0.01], [-1.04, -2.34, 0.50], [0.09, -2.33, -0.55], [0.41, -0.79, -0.95], [0.53, 0.11, 0.23], [1.73, 0.84, 0.01], [1.80, 0.84, -1.53], [3.00, 1.44, -2.23], [3.71, 2.55, -1.43], [3.06, 4.19, -1.86], [1.92, 4.55, -0.60], [0.84, 5.17, -0.77], [0.27, 5.31, 0.50], [1.04, 4.76, 1.30], [2.14, 4.24, 0.70], [1.63, -0.53, -1.77], [-4.49, 0.82, 2.83], [-4.25, 1.21, 1.29], [-2.83, -0.62, 2.91], [-2.37, 0.13, 1.41], [-4.39, -1.73, 0.71], [-3.24, -2.60, 1.81], [-2.33, -0.89, -0.47], [-2.73, -2.57, -0.77], [-0.74, -1.83, 1.41], [-1.19, -3.40, 0.80], [0.97, -2.81, -0.08], [-0.20, -2.95, -1.40], [-0.53, -0.47, -1.72], [1.70, 1.81, 0.50], [2.54, 0.18, 0.35], [0.86, 1.30, -1.87], [2.63, 1.91, -3.14], [3.70, 0.69, -2.56], [4.75, 2.56, -1.71], [3.68, 2.38, -0.36], [0.88, 4.70, 2.35], [-0.09, -5.36, 0.22], [-0.90, -5.62, 0.70], [0.10, -5.96, -0.53], [0.68, -5.26, 0.81]], "nbo_charge": [-0.844, -0.232, -0.410, -0.399, -0.357, -0.677, 0.632, -0.752, -0.089, 0.060, -0.433, -0.518, 0.278, 0.289, -0.312, -0.290, 0.291, -0.435, -0.723, 0.351, 0.358, 0.176, 0.200, 0.218, 0.172, 0.235, 0.178, 0.214, 0.085, 0.141, 0.176, -0.161, 0.163, 0.150, 0.173, 0.214, 0.220, 0.225, 0.237, 0.202, -0.741, 0.578, 0.573, 0.582], "homo_lumo_gap_ha": 0.1396, "largest_force_ev_per_a": 2.48}



{"formula": "C11H24CaNO8P", "method": "ωB97M-V with the def2-TZVPD basis set", "symbols": ["Ca", "P", "O", "O", "O", "O", "O", "C", "O", "O", "H", "C", "C", "C", "O", "C", "H", "H", "H", "H", "H", "H", "H", "H", "C", "C", "N", "C", "C", "C", "C", "H", "H", "H", "H", "H", "H", "H", "H", "H", "H", "H", "H", "H", "H", "H"], "positions_angstrom": [[-27.81, 2.14, -8.32], [-28.67, 2.60, -10.63], [-28.70, 1.09, -10.22], [-27.20, 3.05, -10.38], [-29.43, 3.23, -9.43], [-29.50, 2.71, -11.91], [-29.21, -1.80, -6.82], [-29.53, -0.45, -6.92], [-28.50, 0.29, -7.11], [-30.69, -0.07, -6.93], [-28.27, -1.59, -7.02], [-28.68, 5.34, -5.14], [-29.67, 4.26, -4.71], [-29.37, 3.06, -5.62], [-28.45, 3.58, -6.60], [-28.54, 5.00, -6.61], [-27.73, 5.30, -4.60], [-28.93, 6.40, -5.01], [-30.68, 4.65, -4.85], [-29.62, 4.02, -3.64], [-30.28, 2.65, -6.07], [-28.87, 2.22, -5.14], [-29.41, 5.34, -7.17], [-27.66, 5.42, -7.09], [-26.10, 1.96, -4.84], [-25.36, 2.69, -5.96], [-25.52, 2.04, -7.25], [-25.02, 0.66, -7.26], [-25.05, 0.05, -8.66], [-24.96, 2.91, -8.34], [-23.51, 3.33, -8.12], [-26.92, 1.34, -5.19], [-26.47, 2.67, -4.10], [-25.41, 1.26, -4.37], [-25.66, 3.74, -6.05], [-24.29, 2.81, -5.69], [-23.99, 0.67, -6.87], [-25.68, 0.08, -6.62], [-24.20, 0.34, -9.27], [-25.17, -1.03, -8.63], [-25.91, 0.41, -9.24], [-25.59, 3.79, -8.43], [-24.96, 2.36, -9.27], [-23.43, 3.93, -7.21], [-23.05, 3.90, -8.93], [-22.87, 2.45, -7.95]], "nbo_charge": [1.771, 2.442, -1.334, -1.341, -1.353, -1.230, -0.748, 0.959, -0.933, -0.715, 0.480, -0.428, -0.440, -0.080, -0.581, -0.063, 0.185, 0.198, 0.203, 0.198, 0.233, 0.194, 0.202, 0.191, -0.638, -0.214, -0.490, -0.230, -0.642, -0.247, -0.632, 0.249, 0.205, 0.192, 0.197, 0.149, 0.148, 0.218, 0.194, 0.213, 0.261, 0.220, 0.248, 0.185, 0.214, 0.188], "de_lowest_kcal_mol": 27.3, "homo_lumo_gap_ha": 0.1423, "largest_force_ev_per_a": 4.20, "total_charge": -2}



{"formula": "C11H24CaO15V3", "method": "ωB97M-V with the def2-TZVPD basis set", "symbols": ["O", "V", "O", "O", "V", "O", "O", "V", "O", "Ca", "C", "O", "O", "O", "C", "O", "O", "O", "C", "C", "C", "O", "H", "H", "H", "H", "H", "H", "H", "H", "C", "C", "C", "O", "H", "H", "H", "H", "H", "H", "H", "H", "C", "C", "C", "O", "H", "H", "H", "H", "H", "H", "H", "H"], "positions_angstrom": [[2.73, -1.68, -2.85], [2.97, -2.18, -1.32], [4.25, -1.37, -0.77], [0.36, 2.32, 1.69], [1.08, 0.96, 1.30], [2.41, 0.81, 2.08], [-0.41, -5.60, -2.61], [-0.29, -4.11, -2.03], [-0.20, -3.10, -3.28], [-2.50, -1.63, 0.39], [1.97, -4.60, -0.53], [0.77, -4.85, -0.07], [1.93, -4.27, -1.77], [2.67, -3.83, 0.24], [0.15, -1.18, -0.15], [1.39, -0.94, -0.21], [-0.57, -0.32, 0.48], [-0.38, -2.25, -0.59], [0.95, 1.55, -2.48], [1.85, 2.48, -1.69], [1.26, 3.87, -1.39], [2.25, 1.90, -0.43], [0.57, 1.99, -3.40], [0.15, 1.11, -1.88], [1.53, 0.70, -2.85], [2.76, 2.64, -2.29], [0.95, 4.46, -2.25], [1.91, 4.51, -0.79], [0.41, 3.78, -0.70], [3.11, 2.32, -0.31], [-2.27, 0.42, -3.34], [-2.77, 0.75, -1.93], [-3.72, 1.93, -1.83], [-3.42, -0.47, -1.38], [-3.04, -0.18, -3.83], [-1.35, -0.15, -3.19], [-2.03, 1.31, -3.93], [-1.89, 0.87, -1.30], [-4.26, 1.91, -0.88], [-4.44, 1.86, -2.65], [-3.15, 2.85, -1.92], [-3.87, -0.85, -2.15], [-1.17, -0.33, 5.31], [0.17, 0.14, 4.68], [1.33, -0.71, 5.17], [-0.01, 0.08, 3.25], [-1.47, -1.29, 4.89], [-1.87, 0.45, 5.01], [-1.02, -0.38, 6.39], [0.26, 1.15, 5.08], [1.31, -1.69, 4.70], [1.32, -0.87, 6.25], [2.27, -0.22, 4.91], [-0.94, -0.12, 3.15]], "lowdin_charge": [-0.320, 1.041, -0.293, -0.297, 0.950, -0.236, -0.275, 0.990, -0.335, 1.731, -0.749, -0.121, -0.137, -0.079, -0.841, -0.036, -0.230, -0.160, -0.024, -0.409, -0.034, -0.093, 0.098, 0.052, 0.083, 0.153, 0.086, 0.087, 0.071, 0.137, -0.012, -0.434, -0.023, -0.226, 0.096, 0.077, 0.099, 0.100, 0.085, 0.096, 0.098, 0.110, -0.040, -0.424, -0.034, -0.111, 0.081, 0.085, 0.091, 0.148, 0.093, 0.087, 0.083, 0.063], "de_lowest_kcal_mol": 0.0, "homo_lumo_gap_ha": 0.2039, "largest_force_ev_per_a": 8.44, "total_charge": 1}